No. 1
Here is C31H30BrN3O7ReS as an isolated structure in a non-equilibrium geometry from the OMol25 dataset. Energies are from ωB97M-V/def2-TZVPD.

## Properties
Total charge: -2
⟨S²⟩: 3.7711
Spin multiplicity: 4
E_LUMO (alpha / beta) in eV: 4.021 / 4.021
ΔE to the lowest compared entry with this formula, charge and spin in kJ/mol: 0.0
Orbital gap (alpha / beta) in Eh: 0.20016 / 0.21085

Cartesian coordinates (Å):
Re: 0.654 0.014 0.398
C: 2.253 4.356 1.613
C: 1.159 3.325 1.375
O: 1.225 2.685 0.318
C: 0.118 3.164 2.326
C: -0.916 2.276 2.174
C: -2.154 2.540 2.982
N: -0.901 1.247 1.337
N: -2.153 0.557 1.342
C: -2.108 -0.495 0.608
O: -1.056 -0.938 -0.038
C: -3.333 -1.327 0.434
C: -3.496 -2.131 -0.697
C: -4.594 -2.968 -0.794
C: -5.558 -3.021 0.221
C: -5.411 -2.173 1.308
C: -4.300 -1.346 1.424
H: 2.294 4.991 0.731
H: 3.204 3.830 1.678
H: 2.111 4.974 2.507
H: 0.074 3.897 3.118
H: -1.998 3.394 3.638
H: -2.451 1.675 3.550
H: -2.964 2.780 2.301
H: -2.714 -2.078 -1.447
H: -4.719 -3.601 -1.670
H: -6.421 -3.684 0.150
H: -6.145 -2.175 2.104
H: -4.153 -0.684 2.265
Br: 1.104 -4.369 5.616
C: 0.860 -3.078 4.251
C: -0.028 -3.301 3.211
C: -0.111 -2.351 2.200
C: 0.667 -1.180 2.180
C: 1.528 -0.989 3.278
C: 1.609 -1.907 4.322
H: -0.637 -4.197 3.182
H: -0.775 -2.574 1.368
H: 2.179 -0.134 3.280
H: 2.308 -1.738 5.116
C: 2.213 -2.627 0.055
O: 1.802 -1.341 -0.399
H: 2.947 -3.016 -0.664
H: 1.350 -3.316 0.076
H: 2.675 -2.626 1.048
H: 3.192 -0.546 -0.747
O: 4.824 1.514 1.153
S: 3.979 0.360 0.939
O: 4.053 0.019 -0.611
O: 2.512 0.715 1.149
O: 4.352 -0.796 1.686
C: -1.268 -2.084 -4.695
C: -0.834 -2.578 -3.465
C: -0.253 -1.779 -2.502
C: -0.031 -0.390 -2.737
C: -0.410 0.063 -4.017
C: -1.020 -0.743 -4.944
N: 0.472 0.509 -1.818
C: 1.052 1.676 -2.351
C: 2.267 1.597 -3.028
C: 2.886 2.744 -3.538
C: 2.302 3.993 -3.338
C: 1.078 4.067 -2.691
C: 0.451 2.929 -2.220
H: -1.770 -2.705 -5.427
H: -0.961 -3.650 -3.267
H: 0.055 -2.201 -1.576
H: -0.263 1.115 -4.259
H: -1.313 -0.292 -5.874
H: 2.710 0.625 -3.144
H: 3.822 2.632 -4.068
H: 2.791 4.887 -3.679
H: 0.610 5.040 -2.563
H: -0.527 2.936 -1.745

Results of the Löwdin charge analysis, in e, for atoms 1 through 4:
1 Re 1.750
2 C -0.017
3 C -0.476
4 O -0.073



No. 2
Here is a 20-piece molecular cluster, C79H202Cl3N13O19 overall in a non-equilibrium geometry from the OMol25 dataset. Energies are from ωB97M-V/def2-TZVPD.

## Properties
Total charge: +6
E_LUMO in eV: -8.251
Orbital gap in Eh: 0.29905

Cartesian coordinates (Å):
C: -1.110 -3.854 -7.479
N: -1.576 -2.567 -6.935
C: -0.593 -2.065 -5.966
C: -1.714 -1.519 -7.971
C: -2.898 -2.708 -6.228
C: -4.055 -3.397 -7.059
O: -4.033 -4.772 -6.787
H: -0.962 -4.509 -6.668
H: -0.135 -3.850 -8.008
H: -1.799 -4.316 -8.175
H: -0.389 -2.796 -5.168
H: -0.854 -1.051 -5.584
H: 0.398 -1.916 -6.424
H: -2.271 -0.675 -7.531
H: -2.207 -1.786 -8.893
H: -0.731 -1.192 -8.181
H: -3.177 -1.704 -5.919
H: -2.739 -3.335 -5.336
H: -3.884 -3.238 -8.105
H: -5.015 -2.909 -6.745
H: -4.560 -5.139 -7.478
C: -3.688 7.537 -2.720
N: -2.269 7.434 -2.104
C: -1.399 8.000 -3.163
C: -2.281 8.354 -0.935
C: -1.844 5.947 -1.761
C: -2.873 5.145 -0.999
O: -3.229 5.768 0.228
H: -4.416 7.081 -1.988
H: -3.801 7.108 -3.662
H: -3.945 8.602 -2.659
H: -0.409 8.223 -2.731
H: -1.772 8.948 -3.530
H: -1.224 7.280 -3.895
H: -1.309 8.349 -0.460
H: -2.939 8.020 -0.122
H: -2.476 9.368 -1.312
H: -1.013 6.055 -1.056
H: -1.632 5.390 -2.683
H: -2.543 4.103 -0.891
H: -3.730 5.036 -1.666
H: -3.845 5.236 0.730
C: -0.693 3.776 3.518
N: -0.778 5.247 3.768
C: 0.534 5.626 4.310
C: -0.907 5.925 2.433
C: -1.948 5.509 4.705
C: -2.290 6.939 5.032
O: -1.322 7.532 5.851
H: -1.620 3.479 2.970
H: -0.725 3.274 4.497
H: 0.230 3.546 2.956
H: 0.499 6.684 4.582
H: 1.385 5.463 3.626
H: 0.738 5.053 5.243
H: -0.185 5.512 1.734
H: -0.703 7.007 2.567
H: -1.946 5.808 2.107
H: -1.715 5.022 5.620
H: -2.858 5.043 4.298
H: -3.245 6.883 5.590
H: -2.336 7.434 4.067
H: -1.578 8.455 5.948
C: 1.007 -8.474 0.269
N: 1.652 -7.163 0.018
C: 0.823 -6.396 -0.983
C: 1.651 -6.478 1.291
C: 3.070 -7.428 -0.454
C: 3.298 -7.822 -1.939
O: 2.335 -8.771 -2.347
H: 1.236 -9.012 -0.637
H: -0.065 -8.324 0.242
H: 1.488 -8.992 1.089
H: -0.116 -6.216 -0.482
H: 0.726 -7.140 -1.791
H: 1.342 -5.453 -1.229
H: 0.605 -6.508 1.602
H: 1.995 -5.439 1.162
H: 2.219 -6.991 2.062
H: 3.526 -8.121 0.276
H: 3.637 -6.506 -0.308
H: 4.333 -8.139 -2.050
H: 3.142 -6.897 -2.525
H: 2.488 -8.931 -3.302
C: 3.452 1.840 -4.657
N: 3.452 3.284 -4.317
C: 4.708 3.977 -4.691
C: 2.361 3.884 -5.134
C: 3.236 3.381 -2.789
C: 1.712 3.319 -2.396
O: 1.136 4.607 -2.441
H: 2.454 1.446 -4.636
H: 4.191 1.325 -4.124
H: 3.781 1.888 -5.688
H: 5.520 3.574 -4.091
H: 4.673 5.044 -4.560
H: 4.982 3.846 -5.768
H: 1.884 4.694 -4.566
H: 1.588 3.140 -5.332
H: 2.759 4.345 -6.003
H: 3.705 4.327 -2.501
H: 3.758 2.563 -2.301
H: 1.654 2.962 -1.374
H: 1.217 2.588 -3.037
H: 1.446 4.924 -1.559
C: 6.331 4.980 1.365
N: 6.623 4.935 2.846
C: 7.667 3.854 3.022
C: 7.294 6.174 3.373
C: 5.209 4.826 3.626
C: 4.916 3.388 4.020
O: 4.926 2.401 3.025
H: 5.823 4.064 1.125
H: 7.281 5.042 0.833
H: 5.628 5.803 1.150
H: 8.525 4.087 2.425
H: 7.305 2.904 2.626
H: 7.833 3.789 4.135
H: 8.278 6.330 2.966
H: 7.362 6.009 4.462
H: 6.672 7.045 3.175
H: 4.405 5.230 3.050
H: 5.357 5.348 4.545
H: 3.983 3.407 4.650
H: 5.737 3.090 4.720
H: 4.239 2.617 2.357
C: -3.559 3.743 -9.886
N: -3.165 2.710 -10.847
C: -4.259 1.678 -10.879
C: -2.991 3.253 -12.250
C: -1.873 2.138 -10.310
C: -0.658 3.061 -10.247
O: -0.218 3.260 -11.585
H: -3.717 3.196 -8.946
H: -4.522 4.143 -10.167
H: -2.825 4.535 -9.826
H: -3.903 0.733 -11.354
H: -5.172 2.007 -11.397
H: -4.414 1.442 -9.796
H: -3.971 3.568 -12.617
H: -2.565 2.469 -12.885
H: -2.504 4.213 -12.246
H: -1.653 1.214 -10.878
H: -2.107 1.853 -9.239
H: 0.018 2.421 -9.660
H: -0.844 4.008 -9.772
H: 0.718 3.205 -11.773
C: -6.115 -1.605 -0.909
N: -5.189 -1.279 -2.042
C: -5.976 -0.737 -3.205
C: -4.384 -0.119 -1.558
C: -4.192 -2.340 -2.385
C: -4.783 -3.691 -2.824
O: -5.519 -3.519 -4.092
H: -6.747 -2.453 -1.038
H: -6.562 -0.639 -0.644
H: -5.502 -1.846 -0.058
H: -6.789 -1.287 -3.572
H: -5.255 -0.671 -4.036
H: -6.328 0.285 -3.006
H: -3.815 -0.429 -0.672
H: -5.089 0.708 -1.264
H: -3.679 0.231 -2.280
H: -3.594 -2.507 -1.492
H: -3.499 -1.919 -3.148
H: -5.407 -4.081 -2.033
H: -3.953 -4.356 -3.030
H: -6.252 -4.180 -4.085
C: -0.296 -5.423 4.511
N: -1.631 -6.272 4.662
C: -2.084 -6.613 3.305
C: -1.194 -7.411 5.451
C: -2.768 -5.339 5.260
C: -4.080 -6.042 5.547
O: -3.923 -6.778 6.808
H: -0.536 -4.553 3.978
H: 0.349 -6.001 3.892
H: 0.117 -5.179 5.504
H: -2.204 -5.701 2.764
H: -3.057 -7.068 3.340
H: -1.407 -7.276 2.848
H: -0.336 -7.939 5.051
H: -2.124 -7.981 5.592
H: -0.924 -7.078 6.479
H: -2.737 -4.484 4.604
H: -2.418 -5.094 6.292
H: -4.374 -6.707 4.755
H: -4.864 -5.292 5.649
H: -4.452 -7.565 6.760
C: 5.550 -2.036 -0.886
N: 6.726 -2.341 0.062
C: 7.943 -1.871 -0.720
C: 6.533 -1.521 1.337
C: 6.802 -3.826 0.556
C: 6.740 -4.768 -0.635
O: 7.819 -4.663 -1.470
H: 5.809 -2.472 -1.871
H: 5.471 -0.973 -1.005
H: 4.597 -2.438 -0.504
H: 7.805 -2.257 -1.742
H: 8.867 -2.270 -0.324
H: 7.809 -0.762 -0.703
H: 7.137 -1.926 2.138
H: 5.564 -1.744 1.734
H: 6.627 -0.453 1.123
H: 5.936 -3.886 1.204
H: 7.758 -3.889 1.058
H: 5.764 -4.690 -1.101
H: 6.726 -5.757 -0.152
H: 8.268 -5.527 -1.437
C: 0.556 -1.195 2.083
N: 0.531 -1.136 0.621
C: 1.909 -0.772 0.166
C: 0.195 -2.512 0.158
C: -0.479 -0.135 0.150
C: -0.489 0.209 -1.294
O: -0.690 -0.846 -2.193
H: -0.363 -1.536 2.543
H: 0.719 -0.196 2.499
H: 1.313 -1.874 2.431
H: 2.603 -1.474 0.638
H: 2.165 0.269 0.348
H: 1.980 -0.969 -0.911
H: -0.780 -2.744 0.554
H: 0.939 -3.234 0.473
H: 0.244 -2.546 -0.900
H: -0.251 0.757 0.739
H: -1.440 -0.518 0.408
H: 0.433 0.742 -1.539
H: -1.272 0.927 -1.300
H: 0.160 -1.190 -2.645
C: 4.892 -3.656 11.622
C: 4.840 -3.951 10.154
C: 3.928 -3.054 9.382
N: 3.908 -3.236 7.880
C: 3.545 -4.653 7.515
C: 5.136 -2.814 7.180
C: 4.700 -2.642 5.740
C: 3.282 -2.027 5.849
C: 2.868 -2.248 7.281
H: 5.728 -4.117 12.179
H: 3.945 -3.895 12.101
H: 4.973 -2.584 11.713
H: 4.463 -4.998 9.991
H: 5.872 -3.970 9.777
H: 4.187 -2.010 9.565
H: 2.927 -3.320 9.682
H: 4.364 -5.394 7.695
H: 3.147 -4.793 6.512
H: 2.786 -5.008 8.238
H: 5.913 -3.644 7.337
H: 5.605 -1.947 7.649
H: 4.631 -3.532 5.108
H: 5.286 -1.928 5.225
H: 2.563 -2.435 5.143
H: 3.232 -0.951 5.619
H: 1.911 -2.702 7.493
H: 2.929 -1.346 7.899
C: -4.617 1.291 6.637
C: -5.995 1.249 5.978
C: -6.178 2.210 4.865
N: -7.580 2.311 4.295
C: -8.065 0.978 3.802
C: -7.645 3.290 3.188
C: -9.051 3.746 2.948
C: -9.704 3.506 4.388
C: -8.588 2.868 5.213
H: -4.608 0.538 7.395
H: -4.411 2.259 7.126
H: -3.825 1.200 5.923
H: -6.709 1.480 6.768
H: -6.129 0.209 5.659
H: -5.567 2.045 3.978
H: -5.884 3.174 5.291
H: -7.998 0.293 4.612
H: -7.428 0.607 2.984
H: -9.102 1.003 3.448
H: -7.071 2.869 2.338
H: -6.965 4.114 3.520
H: -9.598 3.195 2.162
H: -8.968 4.791 2.627
H: -10.661 2.995 4.385
H: -9.943 4.451 4.885
H: -8.977 2.038 5.821
H: -8.171 3.646 5.832
C: 7.789 2.876 -1.141
C: 6.545 1.951 -1.170
O: 6.452 1.144 -0.208
O: 5.641 2.167 -2.000
H: 8.244 2.725 -0.188
H: 7.565 3.901 -1.357
H: 8.499 2.496 -1.892
C: -2.458 2.702 -5.227
C: -2.896 1.436 -5.872
O: -3.053 0.453 -5.179
O: -2.857 1.397 -7.138
H: -1.485 2.475 -4.784
H: -3.128 2.956 -4.404
H: -2.330 3.517 -5.891
C: -3.627 -1.881 2.698
C: -2.784 -2.733 1.743
O: -2.953 -2.509 0.514
O: -2.035 -3.578 2.243
H: -3.122 -0.894 2.979
H: -3.766 -2.409 3.666
H: -4.587 -1.668 2.162
C: 2.655 -3.783 -4.053
C: 2.388 -2.473 -3.411
O: 3.316 -1.875 -2.874
O: 1.199 -2.028 -3.464
H: 2.791 -4.505 -3.179
H: 3.583 -3.795 -4.592
H: 1.848 -4.178 -4.672
Cl: -3.926 3.051 2.254
Cl: 2.088 3.472 1.554
Cl: 2.747 -4.475 3.577

Results of the Löwdin charge analysis, in e, for atoms 1 through 4:
1 C 0.011
2 N -0.356
3 C -0.024
4 C 0.003



No. 3
Here is a 2-piece molecular cluster, C2H8S2 overall from the OMol25 dataset. Energies are from ωB97M-V/def2-TZVPD.

## Properties
E_LUMO in eV: 0.712
ΔE to the lowest compared entry with this formula, charge and spin in kJ/mol: 30.5
Orbital gap in Eh: 0.35884
SMILES: CCS.S

Cartesian coordinates (Å):
C: 1.001 0.039 0.621
C: 1.297 -0.618 -0.729
S: 2.283 -2.151 -0.577
H: 1.852 0.610 0.973
H: 0.741 -0.746 1.340
H: 0.103 0.648 0.579
H: 0.355 -0.866 -1.203
H: 1.901 0.025 -1.357
H: 2.292 -2.237 0.758
S: -3.153 2.288 0.489
H: -2.592 1.312 -0.226
H: -4.389 1.945 0.142

Results of the Löwdin charge analysis, in e, for atoms 1 through 4:
1 C -0.173
2 C -0.612
3 S 0.664
4 H 0.072



No. 4
Here is a 2-piece molecular cluster, C6H12N2O overall in a non-equilibrium geometry from the OMol25 dataset. Energies are from ωB97M-V/def2-TZVPD.

## Properties
E_LUMO in eV: 0.878
ΔE to the lowest compared entry with this formula, charge and spin in kJ/mol: 155.8
Orbital gap in Eh: 0.34556
SMILES: CCc1c[nH]cn1.CO

Cartesian coordinates (Å):
C: -1.258 -2.204 -0.149
C: -0.331 -1.034 -0.459
C: -0.289 -0.150 0.790
C: -0.991 1.000 1.077
N: -0.483 1.376 2.310
C: 0.444 0.433 2.690
N: 0.643 -0.461 1.754
H: -2.097 -2.417 -0.787
H: -1.684 -2.077 0.871
H: -0.721 -3.175 -0.126
H: 0.636 -1.346 -0.804
H: -0.781 -0.323 -1.188
H: -1.688 1.617 0.533
H: -0.762 2.275 2.660
H: 0.925 0.531 3.675
C: 1.559 0.764 -3.604
O: 0.500 0.370 -2.683
H: 1.557 1.850 -3.677
H: 2.539 0.535 -3.131
H: 1.417 0.274 -4.578
H: 1.044 0.096 -1.947

Results of the Löwdin charge analysis, in e, for atoms 1 through 4:
1 C -0.100
2 C -0.203
3 C -0.332
4 C -0.048



No. 5
Here is an isolated molecule of C4H8N2S in a non-equilibrium geometry from the OMol25 dataset. Energies are from ωB97M-V/def2-TZVPD.

## Properties
E_LUMO (alpha / beta) in eV: -0.684 / -0.683
ΔE to the lowest compared entry with this formula, charge and spin in kJ/mol: 337.2
Orbital gap (alpha / beta) in Eh: 0.26986 / 0.26988
SMILES: C/N=C/C=[N+](/C)[S-]

Cartesian coordinates (Å):
C: -1.431 -1.675 -2.213
N: -1.328 -1.243 -0.882
C: -0.348 -0.518 -0.602
C: -0.056 0.201 0.575
N: 1.141 0.705 0.914
C: 1.077 1.661 2.126
S: 2.604 0.553 0.315
H: -2.440 -1.330 -2.525
H: -0.710 -1.199 -2.838
H: -1.307 -2.841 -2.264
H: 0.422 -0.391 -1.294
H: -0.775 0.484 1.344
H: 1.738 1.355 3.058
H: 1.373 2.632 1.868
H: 0.040 1.606 2.418

Results of the Löwdin charge analysis, in e, for atoms 1 through 4:
1 C -0.155
2 N -0.018
3 C -0.209
4 C -0.110



No. 6
Here is C25H18F3GeN2O7ReS as an isolated structure from the OMol25 dataset. Energies are from ωB97M-V/def2-TZVPD.

## Properties
Total charge: +2
E_LUMO in eV: -7.419
ΔE to the lowest compared entry with this formula, charge and spin in kJ/mol: 0.0
Orbital gap in Eh: 0.27506

Cartesian coordinates (Å):
Re: 0.039 1.435 -0.597
O: -2.944 1.029 -6.464
C: -2.561 0.384 -5.360
O: -2.527 -0.803 -5.281
C: -2.224 1.217 -4.154
C: -2.982 2.188 -3.518
N: -2.388 2.478 -2.349
N: -1.267 1.758 -2.206
C: -1.161 0.986 -3.283
C: 0.039 0.108 -3.257
O: 0.442 -0.570 -4.142
O: 0.667 0.212 -2.056
H: -2.766 1.978 -6.432
H: -3.903 2.670 -3.808
H: -2.665 3.154 -1.653
F: 2.426 3.843 -1.381
C: 2.420 4.422 -0.182
F: 2.049 5.674 -0.276
F: 3.590 4.302 0.396
S: 1.171 3.498 0.840
O: -0.079 3.442 -0.009
O: 1.073 4.044 2.130
O: 1.606 2.051 0.708
C: -1.212 0.685 0.343
Ge: 1.282 -0.549 0.428
C: 2.650 -1.563 -0.382
C: 3.623 -1.968 0.552
C: 4.729 -2.683 0.127
C: 4.858 -3.017 -1.214
C: 3.892 -2.630 -2.139
C: 2.793 -1.895 -1.739
C: 0.906 -0.919 2.253
C: 0.507 0.070 3.158
C: 0.231 -0.273 4.469
C: 0.321 -1.600 4.874
C: 0.698 -2.589 3.977
C: 1.004 -2.254 2.667
C: -2.246 0.002 1.017
C: -2.830 0.566 2.164
C: -3.843 -0.115 2.806
C: -4.271 -1.347 2.316
C: -3.695 -1.909 1.179
C: -2.682 -1.241 0.523
H: 3.528 -1.719 1.602
H: 5.484 -2.983 0.841
H: 5.717 -3.586 -1.545
H: 4.000 -2.903 -3.180
H: 2.058 -1.599 -2.469
H: 0.438 1.108 2.858
H: -0.049 0.494 5.180
H: 0.100 -1.863 5.901
H: 0.767 -3.620 4.298
H: 1.315 -3.030 1.977
H: -2.485 1.523 2.532
H: -4.303 0.306 3.689
H: -5.065 -1.875 2.826
H: -4.043 -2.863 0.810
H: -2.228 -1.663 -0.365

Results of the Löwdin charge analysis, in e, for atoms 1 through 4:
1 Re 1.470
2 O 0.169
3 C -0.470
4 O 0.188